(1)
# C3H12N2O

2 unconnected molecules or ions with the total composition C3H12N2O (ωB97M-V/def2-TZVPD, the Open Molecules 2025 dataset).

```
! RIJCOSX wB97M-V def2-TZVPD def2/J DEFGRID3
* xyz 0 1
O -2.5557 -3.0052 -1.8240
N 4.7971 2.3833 3.0174
N 2.4359 2.6560 2.1914
C 3.6583 3.2205 2.8584
C -3.7006 -2.5179 -3.8341
C -3.8665 -2.9550 -2.3535
H 3.9109 4.1049 2.2899
H -3.1816 -3.3193 -4.3474
H -3.2377 -1.5276 -3.8395
H -4.5785 -2.4340 -1.7190
H 2.1630 1.8060 2.6654
H -4.2428 -3.9824 -2.5108
H -2.4158 -3.6256 -1.1034
H 3.2652 3.6285 3.7947
H -4.6933 -2.3222 -4.2349
H 4.7857 1.8446 3.8667
H 5.7331 2.6830 2.7960
H 1.7234 3.3624 2.2867
*
```

Summary:
HOMO = -8.74 eV
SMILES = CCO.NCN
Energy above the lowest of the compared OMol25 structures with the same formula, charge and spin = 27.5 kcal/mol
HOMO-LUMO gap = 9.810 eV

What are the Mulliken partial charges on each atom? They are as follows, in elementary charge units: O -0.520; N -0.494; N -0.635; C -0.282; C -0.959; C -0.212; H 0.301; H 0.276; H 0.273; H 0.313; H 0.203; H 0.216; H 0.290; H 0.255; H 0.323; H 0.194; H 0.213; H 0.245

---

(2)
# C3H12N2O

3 unconnected molecules or ions with the total composition C3H12N2O (ωB97M-V/def2-TZVPD, the Open Molecules 2025 dataset).

```
! RIJCOSX wB97M-V def2-TZVPD def2/J DEFGRID3
* xyz 1 2
O -0.6959 -0.7742 0.6464
N -2.3169 1.0303 1.5343
N -0.6163 1.2374 -2.3670
C 2.0439 -1.4458 0.8512
C 3.0716 -1.0960 0.0685
C -1.9686 -0.1228 0.6860
H -2.2651 0.1238 -0.3362
H -0.2895 0.2748 -2.4073
H -1.6165 1.2720 2.2333
H 3.6226 -1.7276 -0.6756
H -0.2838 1.8192 -3.1413
H -2.4271 1.8345 0.9069
H -0.0961 -0.1229 0.2334
H -0.1922 1.6482 -1.5520
H -2.7578 -0.8548 0.9524
H 3.6431 -0.1817 0.2603
H 1.8694 -0.7580 1.6608
H 1.2753 -2.1565 0.4460
*
```

Summary:
HOMO (spin up / spin down) = -13.11 / -13.05 eV
Energy above the lowest of the compared OMol25 structures with the same formula, charge and spin = 73.3 kcal/mol
⟨S²⟩ = 0.756
HOMO-LUMO gap (spin up / spin down) = 9.353 / 3.318 eV

What are the Mulliken partial charges on each atom? They are as follows, in elementary charge units: O -0.322; N -0.144; N -0.662; C -0.715; C -0.345; C -0.441; H 0.492; H 0.243; H 0.321; H 0.254; H 0.253; H 0.366; H 0.322; H 0.194; H 0.333; H 0.231; H 0.337; H 0.283

---

We obtain DFT total energy values of -8332.1291, -8321.6719 eV for the records listed above, in that order.
We obtain max |F| values of 2.435, 3.908 eV Å⁻¹ for the records listed above, in that order.